# 1
The following is a quantum chemistry calculation of a structure of composition C56H62AsCdN2O6P3, from OMol25.

```
! wB97M-V def2-TZVPD RIJCOSX def2/J DEFGRID3
* xyz 2 1
Cd -0.339 -0.242 -0.577
O 1.363 -1.893 -1.598
P 2.103 -3.153 -1.201
C 3.284 -3.030 0.166
P 4.490 -1.658 0.261
O 3.814 -0.323 0.337
C 5.611 -1.766 -1.112
C 6.439 -2.905 -1.330
C 7.234 -2.975 -2.485
C 7.429 -1.842 -3.269
C 6.619 -0.721 -3.037
C 5.741 -0.650 -1.969
C 5.426 -2.003 1.745
C 6.810 -1.648 1.842
C 7.425 -1.606 3.045
C 6.711 -1.838 4.229
C 5.398 -2.310 4.154
C 4.795 -2.457 2.907
C 3.046 -3.848 -2.573
C 3.480 -5.173 -2.394
C 3.978 -5.883 -3.454
C 4.198 -5.242 -4.684
C 3.782 -3.915 -4.860
C 3.210 -3.198 -3.779
C 0.940 -4.438 -0.737
C 1.089 -5.205 0.442
C 0.252 -6.324 0.586
C -0.806 -6.551 -0.298
C -0.880 -5.792 -1.473
C 0.006 -4.758 -1.719
H 3.911 -3.890 0.152
H 2.673 -2.950 1.092
H 6.463 -3.753 -0.627
H 7.645 -3.968 -2.726
H 8.151 -1.845 -4.057
H 6.661 0.087 -3.772
H 5.116 0.216 -1.813
H 7.387 -1.425 0.933
H 8.526 -1.377 3.127
H 7.197 -1.690 5.207
H 4.803 -2.477 5.066
H 3.834 -2.920 2.850
H 3.398 -5.642 -1.400
H 4.217 -6.922 -3.268
H 4.665 -5.763 -5.478
H 3.896 -3.415 -5.839
H 2.912 -2.168 -3.907
H 1.865 -5.052 1.168
H 0.367 -6.987 1.457
H -1.537 -7.331 -0.131
H -1.658 -5.982 -2.183
H -0.078 -4.123 -2.610
O 2.681 0.377 2.717
H 3.247 0.309 1.897
H 2.728 1.314 2.940
O 0.692 -1.027 1.585
H 0.002 -1.370 2.210
H 1.258 -0.429 2.129
O 1.626 1.056 -0.756
H 1.654 1.929 -0.263
H 2.424 0.482 -0.474
O 0.309 -0.040 -3.006
H 1.117 -0.618 -2.738
H 0.666 0.778 -3.412
C -3.285 -2.250 -4.775
C -3.112 -2.113 -3.340
C -3.769 -2.767 -2.299
C -3.114 -2.300 -1.119
N -2.047 -1.529 -1.445
N -2.078 -1.430 -2.830
C -3.518 -2.601 0.257
H -3.317 -3.336 -5.012
H -2.488 -1.745 -5.358
H -4.282 -1.887 -5.097
H -4.532 -3.560 -2.328
H -1.390 -0.851 -3.307
H -4.583 -2.551 0.378
H -3.064 -1.809 0.905
H -3.033 -3.520 0.671
C -3.016 2.355 -0.285
C -3.845 3.475 0.427
As -3.354 5.316 -0.266
C -3.868 6.122 1.455
C -5.021 5.808 2.180
C -5.235 6.303 3.458
C -4.303 7.144 4.034
C -3.113 7.493 3.339
C -2.939 6.998 2.034
C -5.174 5.579 -1.105
C -6.137 6.479 -0.648
C -7.445 6.461 -1.208
C -7.745 5.606 -2.284
C -6.759 4.711 -2.739
C -5.466 4.735 -2.189
P -1.710 1.495 0.762
C -0.650 2.913 1.240
C -0.416 3.226 2.582
C 0.709 3.950 2.947
C 1.635 4.384 2.032
C 1.366 4.151 0.667
C 0.243 3.435 0.278
C -2.553 0.892 2.244
C -1.783 0.568 3.408
C -2.415 0.060 4.539
C -3.783 -0.222 4.575
C -4.523 0.064 3.412
C -3.953 0.594 2.243
H -2.493 2.736 -1.157
H -3.658 1.567 -0.664
H -3.646 3.514 1.502
H -4.935 3.484 0.323
H -5.807 5.216 1.695
H -6.196 6.134 3.987
H -4.468 7.594 5.025
H -2.340 8.174 3.758
H -2.083 7.264 1.402
H -5.887 7.190 0.157
H -8.148 7.178 -0.738
H -8.696 5.691 -2.794
H -6.991 4.001 -3.572
H -4.666 4.023 -2.574
H -1.121 2.954 3.361
H 0.849 4.194 3.999
H 2.581 4.859 2.324
H 2.091 4.575 -0.052
H 0.022 3.220 -0.791
H -0.725 0.742 3.508
H -1.807 -0.044 5.445
H -4.303 -0.757 5.402
H -5.580 -0.201 3.406
H -4.594 0.812 1.386
*
```

**ΔE to the lowest compared entry with this formula, charge and spin**: 0.000 eV
**HOMO energy**: -11.99 eV

Results of the Löwdin charge analysis, in e, for atoms 1 through 2: atom 1 (Cd): 1.318, atom 2 (O): -0.426

# 2
The following is a quantum chemistry calculation of a structure of composition C44H53EuFN2O3S3Si, from OMol25.

```
! wB97M-V def2-TZVPD RIJCOSX def2/J DEFGRID3
* xyz 1 7
Eu 0.119 -0.346 -0.264
C 0.722 -6.057 4.410
C 1.033 -5.760 2.935
C 1.409 -7.064 2.213
C 2.231 -4.816 2.866
C -0.202 -5.161 2.268
C -1.388 -5.918 2.234
C -2.541 -5.458 1.637
C -2.514 -4.197 1.056
S -3.781 -3.340 0.243
C -2.700 -2.001 -0.019
N -1.493 -2.180 0.458
C -1.355 -3.417 1.074
C -0.197 -3.906 1.684
C -3.146 -0.766 -0.665
C -4.463 -0.674 -1.126
C -4.932 0.509 -1.663
C -4.078 1.601 -1.725
C -2.767 1.483 -1.281
C -2.225 0.309 -0.741
H 1.611 -6.445 4.911
H -0.071 -6.798 4.512
H 0.411 -5.148 4.929
H 2.304 -7.497 2.664
H 1.616 -6.873 1.158
H 0.612 -7.805 2.273
H 3.095 -5.289 3.336
H 2.036 -3.875 3.385
H 2.497 -4.596 1.831
H -1.402 -6.899 2.690
H -3.441 -6.058 1.621
H 0.689 -3.286 1.675
H -5.124 -1.530 -1.055
H -5.953 0.584 -2.012
H -4.440 2.544 -2.120
H -2.136 2.371 -1.358
O -0.224 -0.051 -2.826
S -1.132 0.135 -4.018
C -1.167 1.925 -4.392
C 0.209 2.577 -4.348
C 0.616 2.933 -2.913
C 2.125 2.877 -2.730
S 2.516 2.549 -0.967
O 1.652 1.362 -0.602
C 4.186 1.911 -1.192
C 4.638 1.010 -0.242
C 5.923 0.501 -0.345
C 6.749 0.903 -1.385
C 6.298 1.829 -2.314
C 5.016 2.347 -2.217
C -0.187 -0.449 -5.450
C 0.383 -1.702 -5.280
C 1.082 -2.296 -6.318
C 1.204 -1.637 -7.533
C 0.618 -0.392 -7.705
C -0.088 0.205 -6.671
H -1.838 2.347 -3.644
H -1.659 2.005 -5.362
H 0.213 3.471 -4.974
H 0.942 1.889 -4.771
H 0.163 2.208 -2.241
H 0.232 3.920 -2.645
H 2.609 3.817 -2.993
H 2.562 2.056 -3.300
H 3.994 0.706 0.571
H 6.273 -0.207 0.393
H 7.752 0.504 -1.467
H 6.944 2.154 -3.118
H 4.683 3.084 -2.936
H 0.283 -2.201 -4.327
H 1.527 -3.272 -6.176
H 1.745 -2.092 -8.352
H 0.701 0.125 -8.652
H -0.550 1.167 -6.842
C 3.539 -4.069 -1.746
Si 2.323 -2.636 -1.581
C 2.908 -1.279 -2.778
C 0.616 -3.325 -2.072
N 1.989 -1.863 -0.080
C 2.775 -1.778 1.028
C 4.013 -2.424 1.240
C 4.734 -2.262 2.409
C 4.282 -1.440 3.434
C 3.066 -0.790 3.277
C 2.369 -0.989 2.115
F 1.132 -0.342 1.966
H 3.443 -4.523 -2.735
H 3.354 -4.852 -1.006
H 4.574 -3.737 -1.640
H 2.899 -1.594 -3.824
H 3.929 -0.973 -2.534
H 2.263 -0.402 -2.688
H 0.654 -3.871 -3.017
H -0.136 -2.534 -2.173
H 0.258 -4.024 -1.312
H 4.390 -3.066 0.456
H 5.673 -2.790 2.521
H 4.863 -1.308 4.336
H 2.660 -0.150 4.051
C -2.074 0.474 2.786
C -1.090 1.627 2.684
O -0.537 1.787 1.361
H -2.517 0.457 3.782
H -1.571 -0.480 2.618
H -2.876 0.584 2.055
H -0.239 1.455 3.340
H -1.568 2.560 2.987
H -1.212 2.217 0.823
*
```

**ΔE to the lowest compared entry with this formula, charge and spin**: 0.000 eV
**HOMO energy (spin up / spin down)**: -9.52 / -9.55 eV

Results of the Löwdin charge analysis, in e, for atoms 1 through 2: atom 1 (Eu): 2.006, atom 2 (C): -0.039

# 3
The following is a quantum chemistry calculation of the molecule C18H23N5O3, from OMol25.

```
! wB97M-V def2-TZVPD RIJCOSX def2/J DEFGRID3
* xyz 0 1
C 2.360 -1.657 -5.997
O 3.354 -0.836 -5.461
C 2.901 -0.285 -4.246
C 4.122 0.544 -3.618
O 3.832 1.281 -2.420
C 2.855 1.071 -1.496
C 2.195 2.285 -1.146
C 1.101 2.198 -0.291
C 0.826 0.961 0.337
C -0.424 0.779 1.048
N -1.136 1.882 1.487
C -2.344 1.787 2.129
C -3.120 2.883 2.339
C -4.326 2.246 2.893
C -5.386 3.092 3.594
N -4.279 0.967 2.936
N -3.001 0.703 2.578
N -0.799 -0.457 1.426
N -0.009 -1.553 1.034
C -0.336 -2.759 1.769
C -0.272 -2.771 3.286
C -1.786 -3.082 1.448
C 1.300 -1.532 0.519
O 2.029 -2.513 0.306
C 1.692 -0.155 0.070
C 2.727 -0.138 -0.828
H 1.455 -1.038 -6.074
H 2.556 -2.083 -6.967
H 2.252 -2.466 -5.309
H 2.008 0.352 -4.392
H 2.582 -1.096 -3.622
H 4.932 -0.124 -3.500
H 4.452 1.374 -4.281
H 2.408 3.212 -1.683
H 0.356 3.063 -0.251
H -0.843 2.793 1.197
H -2.851 3.879 2.060
H -6.119 3.281 2.825
H -5.008 4.051 4.000
H -5.928 2.532 4.401
H -2.662 -0.321 2.500
H 0.305 -3.656 1.427
H -0.946 -2.033 3.781
H 0.737 -2.500 3.603
H -0.512 -3.739 3.703
H -2.469 -2.268 1.639
H -1.983 -3.251 0.400
H -2.155 -3.986 1.943
H 3.353 -0.916 -1.098
*
```

**ΔE to the lowest compared entry with this formula, charge and spin**: 5.687 eV
**HOMO energy**: -8.02 eV

Results of the Löwdin charge analysis, in e, for atoms 1 through 2: atom 1 (C): -0.113, atom 2 (O): -0.185

# 4
The following is a quantum chemistry calculation of the molecule C12H15P, from OMol25.

```
! wB97M-V def2-TZVPD RIJCOSX def2/J DEFGRID3
* xyz 0 1
C 3.177 -1.410 0.061
C 1.815 -1.369 0.452
C 3.830 -0.369 -0.530
C 1.021 -0.286 0.105
C 1.506 0.818 -0.429
C -2.223 -1.347 -0.839
C -1.115 -1.733 0.097
C -1.786 0.045 -1.377
C -0.458 -0.433 0.501
C -0.715 2.020 0.005
C -1.393 0.713 -0.049
C -0.750 2.668 1.282
P 3.108 1.264 -0.906
H 3.671 -2.330 0.377
H 1.434 -2.095 1.089
H 4.823 -0.448 -0.819
H -2.413 -2.144 -1.577
H -3.292 -1.230 -0.500
H -1.480 -2.187 1.075
H -0.176 -2.279 -0.323
H -0.879 -0.120 -1.981
H -2.542 0.623 -2.073
H -0.404 -0.339 1.569
H -0.633 2.586 -0.964
H -2.275 0.797 0.650
H -1.126 2.203 2.170
H -1.161 3.701 1.339
H 0.437 2.681 1.595
*
```

**ΔE to the lowest compared entry with this formula, charge and spin**: 3.505 eV
**HOMO energy (spin up / spin down)**: -7.95 / -7.59 eV

Results of the Löwdin charge analysis, in e, for atoms 1 through 2: atom 1 (C): -0.168, atom 2 (C): -0.068

# 5
The following is a quantum chemistry calculation of the molecule C7H17ClNP, from OMol25.

```
! wB97M-V def2-TZVPD RIJCOSX def2/J DEFGRID3
* xyz 0 1
C 0.630 2.538 1.139
C 0.310 1.524 0.095
C -0.946 2.034 -0.723
N 0.219 0.204 0.614
P -1.492 -0.306 0.828
C -2.592 -1.070 -0.768
Cl -4.229 -0.342 -0.408
C 1.352 -0.632 0.256
C 0.972 -1.281 -1.055
C 1.677 -1.612 1.276
H 1.567 2.322 1.656
H 0.611 3.491 0.709
H -0.078 2.552 2.003
H 1.147 1.537 -0.705
H -1.694 2.002 -0.029
H -1.130 1.509 -1.632
H -0.834 3.067 -0.980
H -0.938 -1.609 1.051
H -2.355 -0.905 -1.872
H -2.711 -2.111 -0.543
H 2.274 0.084 0.062
H 0.580 -0.547 -1.658
H 1.781 -1.683 -1.637
H 0.129 -1.942 -0.981
H 1.395 -2.621 0.847
H 1.121 -1.466 2.201
H 2.726 -1.638 1.562
*
```

**HOMO energy**: -8.41 eV

Results of the Löwdin charge analysis, in e, for atoms 1 through 2: atom 1 (C): -0.077, atom 2 (C): -0.523

# 6
The following is a quantum chemistry calculation of the ion C4H6N with charge +1, from OMol25.

```
! wB97M-V def2-TZVPD RIJCOSX def2/J DEFGRID3
* xyz 1 1
C 2.203 0.057 0.148
C 0.988 0.376 0.136
N -0.115 -0.073 0.250
C -1.141 -0.272 -0.745
C -1.470 0.342 0.572
H 2.652 -0.073 -0.903
H 2.810 -0.335 0.921
H -1.554 -1.286 -0.860
H -0.735 0.336 -1.619
H -1.834 1.312 0.756
H -1.804 -0.385 1.344
*
```

**ΔE to the lowest compared entry with this formula, charge and spin**: 3.929 eV
**HOMO energy**: -14.89 eV

Results of the Löwdin charge analysis, in e, for atoms 1 through 2: atom 1 (C): 0.149, atom 2 (C): -0.023

Q: What is the formula in the second record?
A: C44H53EuFN2O3S3Si